Version i
{
  "formula": "CH4N2O",
  "method": "wB97M-V/def2-TZVPD",
  "homo_energy_ev": [-10.8, -10.7],
  "e_lumo_ev": [-0.833, -0.862],
  "orbital_gap_ev": [9.93, 9.87],
  "total_charge": 0,
  "spin_multiplicity": 1,
  "molar_mass_g_mol": 60.06,
  "symbols": ["C", "N", "N", "O", "H", "H", "H", "H"],
  "positions_angstrom": [[0.821, 0.072, 0.198], [0.130, 0.988, -0.317], [-3.121, -0.477, 0.112], [2.179, -0.307, 0.096], [0.281, -0.621, 0.886], [0.522, 1.564, -1.136], [-2.070, -0.707, -0.065], [2.575, -0.036, -0.704]],
  "lowdin_charge": [-0.344, 0.074, 0.077, 0.012, 0.116, 0.090, -0.087, 0.062]
}

=====

Version ii
{
  "formula": "CH4N2O",
  "method": "wB97M-V/def2-TZVPD",
  "homo_energy_ev": -10.0,
  "e_lumo_ev": 1.043,
  "orbital_gap_ev": 11.09,
  "total_charge": 0,
  "smiles": "[H]/N=[N+](/C)[O-]",
  "spin_multiplicity": 1,
  "molar_mass_g_mol": 60.06,
  "symbols": ["H", "N", "N", "C", "O", "H", "H", "H"],
  "positions_angstrom": [[1.889, -1.340, 0.063], [0.922, -1.098, 0.049], [0.600, 0.088, 0.004], [-1.017, 0.285, 0.033], [1.410, 0.997, 0.019], [-1.175, 1.122, -0.753], [-1.197, 0.675, 0.967], [-1.433, -0.729, -0.383]],
  "lowdin_charge": [0.066, 0.106, -0.446, 0.057, -0.035, 0.104, 0.034, 0.114]
}

=====

Stability ranking, top and bottom: version ii is the most stable and version i is the least stable.

=====

Version i
{
  "formula": "C3H8O2",
  "method": "wB97M-V/def2-TZVPD",
  "homo_energy_ev": -9.5,
  "e_lumo_ev": 0.629,
  "orbital_gap_ev": 10.08,
  "total_charge": 0,
  "smiles": "CCC=O.O",
  "spin_multiplicity": 1,
  "molar_mass_g_mol": 76.09,
  "symbols": ["C", "C", "C", "O", "H", "H", "H", "H", "H", "H", "O", "H", "H"],
  "positions_angstrom": [[0.212, 2.009, 0.702], [-0.104, 0.527, 0.612], [0.267, -0.040, -0.763], [-0.010, 0.506, -1.797], [-0.590, 2.505, 1.250], [0.301, 2.498, -0.269], [1.163, 2.131, 1.217], [0.467, 0.017, 1.386], [-1.151, 0.210, 0.662], [0.889, -0.951, -0.872], [-0.387, -2.488, 0.815], [-0.386, -3.076, 0.050], [0.366, -2.676, 1.385]],
  "lowdin_charge": [-0.101, -0.222, -0.287, 0.037, 0.072, 0.070, 0.071, 0.093, 0.116, 0.108, -0.055, 0.050, 0.048]
}

=====

Version ii
{
  "formula": "C3H8O2",
  "method": "wB97M-V/def2-TZVPD",
  "homo_energy_ev": -10.9,
  "e_lumo_ev": 0.584,
  "orbital_gap_ev": 11.52,
  "total_charge": 0,
  "smiles": "O=CO.CC",
  "spin_multiplicity": 1,
  "molar_mass_g_mol": 76.09,
  "symbols": ["O", "C", "O", "H", "H", "C", "C", "H", "H", "H", "H", "H", "H"],
  "positions_angstrom": [[-2.132, -5.439, -0.093], [-3.096, -5.268, -0.776], [-3.038, -5.578, -2.082], [-4.055, -4.883, -0.396], [-3.721, -5.134, -2.585], [1.838, 3.045, 0.041], [2.188, 3.470, 1.458], [2.565, 2.988, -0.772], [1.195, 3.808, -0.410], [1.334, 2.077, 0.026], [3.184, 3.909, 1.481], [1.578, 4.301, 1.871], [2.161, 2.706, 2.236]],
  "lowdin_charge": [0.082, -0.395, 0.077, 0.137, 0.099, -0.179, -0.178, 0.059, 0.059, 0.059, 0.054, 0.068, 0.058]
}

=====

Version iii
{
  "formula": "C3H8O2",
  "method": "wB97M-V/def2-TZVPD",
  "homo_energy_ev": -10.0,
  "e_lumo_ev": 0.749,
  "orbital_gap_ev": 10.74,
  "total_charge": 0,
  "smiles": "OCCCO",
  "spin_multiplicity": 1,
  "molar_mass_g_mol": 76.09,
  "symbols": ["O", "C", "C", "C", "O", "H", "H", "H", "H", "H", "H", "H", "H"],
  "positions_angstrom": [[1.499, 0.567, 0.602], [1.106, -0.225, -0.536], [-0.418, -0.497, -0.669], [-1.238, 0.270, 0.373], [-0.824, -0.011, 1.685], [1.269, 1.494, 0.455], [1.642, -1.164, -0.385], [1.506, 0.248, -1.440], [-0.617, -1.569, -0.546], [-0.773, -0.222, -1.673], [-1.177, 1.351, 0.145], [-2.295, -0.010, 0.297], [0.132, 0.185, 1.683]],
  "lowdin_charge": [-0.097, -0.212, -0.157, -0.293, -0.076, 0.101, 0.116, 0.113, 0.111, 0.109, 0.114, 0.117, 0.054]
}

=====

Stability ranking, top and bottom: version ii is the most stable and version i is the least stable.